DFT (ωB97M-V/def2-TZVPD) results for a molecular structure, C25H49N4O2PRuSi2.

Summary:
**Maximum force**: 2.654 eV/Å
**DFT total energy**: -2366.45399 hartree
**HOMO (alpha / beta)**: -10.965 / -11.433 eV

Geometry as ORCA input:
```
! RIJCOSX wB97M-V def2-TZVPD def2/J DEFGRID3
* xyz 1 2
Ru 0.033 0.357 0.246
C -2.940 0.749 1.458
Si -3.167 0.363 -0.385
C -2.509 1.666 -1.581
C -5.036 0.236 -0.615
C -2.385 -1.303 -0.800
C -1.916 -2.099 0.316
C -2.591 -3.282 0.662
C -2.243 -3.968 1.804
C -1.156 -3.522 2.548
C -0.490 -2.395 2.118
N -0.869 -1.671 1.059
Si -2.536 -2.127 -2.496
C -4.330 -2.561 -2.897
C -1.511 -3.724 -2.485
C -1.929 -0.901 -3.800
H -3.446 1.683 1.707
H -1.903 0.858 1.779
H -3.379 -0.043 2.070
H -2.686 2.671 -1.198
H -3.020 1.580 -2.543
H -1.443 1.571 -1.775
H -5.509 1.146 -0.243
H -5.455 -0.609 -0.065
H -5.308 0.126 -1.666
H -3.415 -3.605 0.039
H -2.805 -4.838 2.117
H -0.834 -4.041 3.439
H 0.386 -2.051 2.650
H -4.825 -3.128 -2.106
H -4.358 -3.164 -3.806
H -4.917 -1.660 -3.080
H -2.143 -4.591 -2.287
H -0.733 -3.703 -1.720
H -1.027 -3.888 -3.450
H -2.773 -0.376 -4.250
H -1.391 -1.408 -4.602
H -1.266 -0.155 -3.372
C 2.580 -3.936 -2.402
N 1.979 -2.619 -2.304
C 2.057 -1.608 -3.228
C 1.384 -0.549 -2.700
N 0.896 -0.901 -1.470
C 1.276 -2.146 -1.261
H 3.032 -4.051 -3.383
H 1.824 -4.709 -2.270
H 3.349 -4.063 -1.640
H 2.575 -1.720 -4.165
H 1.217 0.426 -3.124
H 1.065 -2.722 -0.374
C 4.787 2.408 1.904
C 3.302 2.423 1.535
C 3.072 3.522 0.489
P 2.558 0.783 1.036
C 2.518 -0.246 2.608
C 1.246 0.093 3.398
C 3.698 -0.151 3.577
C 3.752 -0.104 -0.090
C 4.024 0.777 -1.315
C 5.053 -0.644 0.499
H 5.022 3.348 2.406
H 5.407 2.352 1.010
H 5.062 1.598 2.572
H 2.714 2.676 2.424
H 3.778 3.435 -0.336
H 3.227 4.497 0.953
H 2.074 3.506 0.071
H 2.447 -1.276 2.231
H 1.273 1.129 3.738
H 1.160 -0.545 4.280
H 0.352 -0.023 2.791
H 3.754 0.843 4.020
H 4.652 -0.395 3.118
H 3.535 -0.862 4.390
H 3.165 -0.968 -0.412
H 4.753 1.551 -1.076
H 3.111 1.260 -1.666
H 4.438 0.179 -2.128
H 5.695 0.148 0.877
H 5.601 -1.156 -0.296
H 4.870 -1.368 1.291
O -0.081 2.284 1.666
N -0.106 3.129 0.758
O 0.081 2.663 -0.379
*
```